1.
Entry from the OMol25 dataset: C17H20N2O4S in the gas phase in a non-equilibrium geometry (ωB97M-V/def2-TZVPD).

Each line ends with the Mulliken charge.
Element x y z (Å)
1 C -6.56 -3.34 -0.37  -1.4194
2 C -5.38 -2.39 -0.34  -0.2371
3 O -5.89 -1.08 -0.16  -0.3499
4 C -5.03 -0.03 -0.10  0.2963
5 C -5.61 1.23 0.07  -0.6879
6 C -4.81 2.35 0.15  -0.5942
7 C -3.43 2.26 0.05  -0.7786
8 C -2.85 1.01 -0.12  0.1969
9 N -1.46 0.82 -0.22  -0.0913
10 C -0.47 1.76 -0.25  0.5419
11 O -0.64 2.96 -0.21  -0.6443
12 C 0.90 1.16 -0.35  0.4781
13 C 1.26 -0.01 0.33  -0.7628
14 C 2.55 -0.50 0.23  -0.6304
15 C 3.46 0.17 -0.56  -0.1299
16 S 5.11 -0.51 -0.68  1.4292
17 O 5.89 0.29 -1.59  -0.7035
18 O 5.01 -1.92 -0.94  -0.7176
19 N 5.63 -0.32 0.92  -0.0091
20 C 6.70 -1.22 1.28  -0.9654
21 C 5.90 1.07 1.21  -0.8952
22 C 3.13 1.33 -1.24  -0.3446
23 C 1.84 1.83 -1.12  -0.5236
24 C -3.65 -0.13 -0.20  0.0895
25 H -6.21 -4.36 -0.51  0.4215
26 H -7.12 -3.27 0.56  0.3237
27 H -7.23 -3.08 -1.19  0.3217
28 H -4.71 -2.65 0.49  0.3491
29 H -4.82 -2.45 -1.28  0.3520
30 H -6.68 1.29 0.15  0.4354
31 H -5.27 3.32 0.28  0.3674
32 H -2.81 3.14 0.11  0.5199
33 H -1.18 -0.14 -0.33  0.1686
34 H 0.55 -0.51 0.97  0.4624
35 H 2.86 -1.39 0.74  0.4320
36 H 6.45 -2.20 0.88  0.3695
37 H 7.67 -0.91 0.88  0.3239
38 H 6.76 -1.28 2.37  0.3289
39 H 6.10 1.17 2.27  0.3447
40 H 5.02 1.65 0.95  0.2885
41 H 6.76 1.45 0.64  0.3394
42 H 3.88 1.81 -1.84  0.4929
43 H 1.55 2.74 -1.62  0.4464
44 H -3.17 -1.09 -0.33  0.3651

The calculation puts the HOMO-LUMO gap at 8.41 eV. The lowest unoccupied orbital energy is 0.00 eV. For the energy, the calculation gives -39958.795 eV. The energy above the lowest of the compared OMol25 structures with the same formula, charge and spin comes out at 57.1 kcal/mol. The charge is 0. As for the SMILES: CCOc1cccc(NC(=O)c2ccc(S(=O)(=O)N(C)C)cc2)c1. The spin multiplicity is 1.

2.
Entry from the OMol25 dataset: C17H20N2O5S in the gas phase (ωB97M-V/def2-TZVPD).

Each line ends with the Mulliken charge.
Element x y z (Å)
1 C 4.74 2.95 0.74  -1.0227
2 C 3.29 3.16 0.30  -0.3940
3 O 2.92 2.32 -0.78  -0.4762
4 C 2.66 1.00 -0.55  0.5844
5 C 2.42 0.24 -1.69  -0.7146
6 C 2.10 -1.10 -1.59  -0.7828
7 C 2.04 -1.72 -0.35  0.1278
8 N 1.71 -3.07 -0.21  -0.2826
9 S 0.58 -3.52 0.95  1.1677
10 O 1.19 -3.49 2.24  -0.6502
11 O 0.03 -4.75 0.46  -0.7148
12 C -0.63 -2.21 0.82  -0.2794
13 C -0.73 -1.24 1.79  -0.5145
14 C -1.62 -0.19 1.61  -0.6484
15 C -2.40 -0.12 0.46  0.2851
16 N -3.31 0.90 0.21  -0.1255
17 C -3.58 2.01 0.96  0.7844
18 C -4.65 2.87 0.31  -1.3286
19 O -3.05 2.28 2.00  -0.6141
20 C -2.29 -1.14 -0.52  0.8315
21 O -3.11 -1.00 -1.60  -0.5019
22 C -3.06 -1.98 -2.61  -0.8822
23 C -1.40 -2.17 -0.33  -0.7520
24 C 2.31 -0.96 0.79  -0.6211
25 C 2.61 0.38 0.69  -0.1769
26 H 4.89 1.93 1.10  0.3200
27 H 5.41 3.11 -0.10  0.3010
28 H 4.99 3.65 1.53  0.3573
29 H 2.60 3.04 1.14  0.3170
30 H 3.17 4.17 -0.10  0.3219
31 H 2.47 0.72 -2.66  0.4309
32 H 1.91 -1.68 -2.49  0.3373
33 H 1.55 -3.55 -1.08  0.3407
34 H -0.13 -1.31 2.68  0.5079
35 H -1.72 0.59 2.35  0.5735
36 H -3.81 0.78 -0.66  0.2630
37 H -4.84 3.74 0.94  0.3622
38 H -5.57 2.31 0.20  0.3282
39 H -4.32 3.21 -0.67  0.3311
40 H -3.32 -2.97 -2.21  0.3530
41 H -3.79 -1.68 -3.35  0.2555
42 H -2.07 -2.03 -3.07  0.3372
43 H -1.29 -2.98 -1.04  0.5370
44 H 2.28 -1.45 1.75  0.7335
45 H 2.80 0.93 1.60  0.3935

The calculation puts the HOMO-LUMO gap at 8.48 eV. The lowest unoccupied orbital energy is 0.40 eV. For the energy, the calculation gives -42006.270 eV. The energy above the lowest of the compared OMol25 structures with the same formula, charge and spin comes out at 30.5 kcal/mol. The charge is 0. As for the SMILES: CCOc1ccc(NS(=O)(=O)c2ccc(NC(C)=O)c(OC)c2)cc1. The spin multiplicity is 1.

3.
Entry from the OMol25 dataset: C17H20N2O6 in the gas phase in a non-equilibrium geometry (ωB97M-V/def2-TZVPD).

Each line ends with the Mulliken charge.
Element x y z (Å)
1 C -0.84 -4.87 -1.48  -0.8342
2 O -1.58 -3.70 -1.23  -0.2276
3 C -2.97 -3.92 -1.28  -0.9173
4 C -3.69 -2.59 -0.97  0.0544
5 C -3.35 -1.52 -2.00  -1.3629
6 N -3.30 -2.14 0.35  -0.0102
7 C -4.12 -2.12 1.41  0.6276
8 O -5.29 -2.46 1.39  -0.6983
9 C -3.45 -1.64 2.70  -0.5301
10 O -2.25 -0.93 2.50  -0.4304
11 C -2.43 0.37 1.96  -0.7458
12 C -1.22 0.71 1.16  0.4167
13 C -0.05 1.39 1.58  -0.7604
14 C 0.76 1.38 0.47  0.3890
15 C 2.09 1.91 0.22  0.5735
16 C 2.81 2.51 1.24  -0.8403
17 C 4.08 3.03 1.03  -0.9404
18 C 4.60 2.92 -0.23  0.9002
19 C 3.89 2.31 -1.27  0.9474
20 C 2.63 1.80 -1.07  -1.0745
21 O 4.63 2.34 -2.41  -0.4796
22 C 5.84 2.98 -2.07  -0.2298
23 O 5.81 3.34 -0.71  -0.4795
24 O 0.11 0.74 -0.53  -0.3827
25 N -1.10 0.33 -0.09  -0.0972
26 H -1.06 -5.65 -0.74  0.3215
27 H -1.05 -5.27 -2.48  0.3112
28 H 0.21 -4.59 -1.42  0.2220
29 H -3.27 -4.28 -2.27  0.4591
30 H -3.26 -4.67 -0.53  0.3975
31 H -4.76 -2.78 -0.93  0.3971
32 H -3.64 -1.86 -3.00  0.4229
33 H -3.87 -0.60 -1.77  0.3779
34 H -2.28 -1.33 -1.99  0.2589
35 H -2.33 -1.87 0.46  0.2816
36 H -4.18 -1.05 3.27  0.3303
37 H -3.18 -2.51 3.29  0.3043
38 H -2.57 1.10 2.77  0.4418
39 H -3.31 0.40 1.30  0.3811
40 H 0.14 1.81 2.54  0.4175
41 H 2.38 2.58 2.23  0.3536
42 H 4.64 3.50 1.83  0.4354
43 H 2.08 1.33 -1.87  0.5334
44 H 6.69 2.30 -2.25  0.2431
45 H 5.97 3.88 -2.69  0.2422

The calculation puts the HOMO-LUMO gap at 8.62 eV. The lowest unoccupied orbital energy is 0.41 eV. For the energy, the calculation gives -33216.590 eV. The energy above the lowest of the compared OMol25 structures with the same formula, charge and spin comes out at 74.4 kcal/mol. The charge is 0. As for the SMILES: COC[C@H](C)NC(=O)COCc1cc(-c2ccc3c(c2)OCO3)on1. The spin multiplicity is 1.

4.
Entry from the OMol25 dataset: a molecular structure, C17H20N4O3PW (ωB97M-V/def2-TZVPD).

Each line ends with the Mulliken spin population.
Element x y z (Å)
1 W -0.53 -0.28 0.10  1.8434
2 O 2.04 -3.26 1.07  0.0015
3 C 1.27 -2.55 0.51  0.0384
4 N 0.48 -1.51 1.15  -0.0415
5 C 0.42 -1.44 2.61  0.0357
6 O 0.87 -2.25 3.34  0.0025
7 C -0.32 -0.21 3.05  0.0228
8 C -0.45 0.10 4.39  -0.0119
9 C -1.15 1.25 4.73  0.0210
10 C -1.69 2.04 3.72  -0.0062
11 C -1.53 1.66 2.40  -0.0185
12 N -0.85 0.55 2.07  -0.0562
13 C 1.02 -2.57 -0.97  0.0254
14 C 1.58 -3.54 -1.78  -0.0133
15 C 1.31 -3.50 -3.14  0.0228
16 C 0.49 -2.50 -3.64  -0.0085
17 C -0.04 -1.56 -2.77  -0.0162
18 N 0.22 -1.59 -1.45  -0.0750
19 H 0.00 -0.55 5.13  0.0013
20 H -1.27 1.53 5.77  -0.0004
21 H -2.25 2.94 3.95  0.0009
22 H -1.94 2.25 1.59  0.0109
23 H 2.22 -4.29 -1.33  0.0012
24 H 1.73 -4.25 -3.80  -0.0004
25 H 0.25 -2.44 -4.69  0.0010
26 H -0.68 -0.77 -3.13  0.0098
27 C 1.85 3.46 0.24  0.0036
28 P 1.50 2.26 -1.03  0.0074
29 C 2.93 1.24 -1.32  0.0036
30 C 1.00 3.07 -2.53  0.0011
31 O 0.27 1.37 -0.54  0.0875
32 H 2.66 4.11 -0.10  0.0003
33 H 2.16 2.97 1.16  -0.0002
34 H 0.96 4.06 0.42  0.0006
35 H 3.74 1.92 -1.61  -0.0002
36 H 2.75 0.54 -2.14  0.0003
37 H 3.26 0.70 -0.43  -0.0007
38 H 1.82 3.71 -2.88  -0.0001
39 H 0.12 3.69 -2.34  -0.0003
40 H 0.78 2.34 -3.31  0.0001
41 C -4.97 -1.59 -0.46  -0.0038
42 C -3.60 -1.16 -0.31  0.0951
43 N -2.51 -0.81 -0.19  0.0027
44 H -5.31 -1.35 -1.47  0.0034
45 H -5.59 -1.09 0.28  0.0079
46 H -5.01 -2.67 -0.31  0.0014

The calculation puts the HOMO-LUMO gap (spin up / spin down) at 7.50 / 8.20 eV. The lowest unoccupied orbital energy (spin up / spin down) is -10.70 / -10.95 eV. For the energy, the calculation gives -41147.381 eV. The energy above the lowest of the compared OMol25 structures with the same formula, charge and spin comes out at 0.0 kcal/mol. The charge is +3. The spin multiplicity is 3.